# C5H9N2S

2 unconnected molecules or ions with the total composition C5H9N2S (the ωB97M-V functional and the def2-TZVPD basis, the OMol25 dataset).

Geometry (Å):
C: -1.731 -0.380 0.863
C: -0.830 -1.106 0.156
C: 1.808 -0.053 -0.155
C: -1.719 1.004 0.352
C: -0.275 -0.286 -0.933
N: 2.161 -1.284 0.112
N: -1.084 0.824 -0.960
S: 2.867 1.204 0.113
H: -2.205 -0.463 1.802
H: -0.513 -2.160 0.424
H: -2.806 1.395 0.208
H: -1.312 1.506 1.158
H: -0.065 -0.805 -1.895
H: 1.439 -1.894 -0.032
H: 2.953 -1.509 0.813
H: -1.087 1.632 -1.594
H: 2.398 2.375 -0.433

Atoms 1-2, force components in eV/Å:
C 1.9 0.0 -1.0
C -0.4 -1.3 1.8

- ΔE to the lowest compared entry with this formula, charge and spin: 3.182 eV
- Total charge: +1
- Frontier orbital gap: 0.3353 Ha
- E_tot: -19136.54790 eV